Entry 1:
The following is a DFT calculation (ωB97M-V with the def2-TZVPD basis set) of a structure of composition C46H44ClN2O11P2S3Ti at a distorted geometry.

Values from the calculation:
⟨S²⟩   2.0128
Charge   -1
Multiplicity   3
LUMO energy (spin up / spin down)   0.073 / 0.073 Ha
Kohn-Sham gap (spin up / spin down)   3.58 / 7.38 eV

XYZ file:
```
110
Properties=species:S:1:pos:R:3:mulliken_charge:R:1
Ti -0.062 -0.434 -2.489 0.53
O 3.970 -1.462 2.088 -0.90
S 2.524 -1.184 1.906 1.54
C 1.699 -2.329 3.077 -0.10
C 2.534 -2.964 3.991 -0.82
C 2.007 -3.703 5.032 -0.70
C 0.628 -3.812 5.169 -0.84
C -0.199 -3.240 4.222 -0.46
C 0.319 -2.501 3.154 -0.42
P -0.843 -1.937 1.842 2.33
C -1.489 -3.623 1.452 0.69
C -2.811 -4.058 1.445 -0.52
C -3.144 -5.322 0.971 -0.69
C -2.166 -6.181 0.501 -0.68
C -0.840 -5.766 0.516 -0.66
C -0.509 -4.504 0.975 -0.69
C -2.036 -1.039 2.929 0.57
C -1.439 -0.104 3.786 -0.42
C -2.193 0.803 4.509 -0.56
C -3.579 0.796 4.410 -0.75
C -4.186 -0.117 3.564 -0.87
C -3.426 -1.011 2.819 -0.49
C 2.154 0.273 2.915 -0.38
C 2.564 0.338 4.240 -0.61
C 2.287 1.459 4.998 -0.84
C 1.589 2.512 4.425 -0.82
C 1.197 2.459 3.098 -0.76
C 1.485 1.349 2.297 1.03
P 1.205 1.277 0.419 1.52
C 2.923 1.891 0.112 0.92
C 3.785 1.130 -0.663 -0.20
C 5.066 1.587 -0.952 -0.96
C 5.500 2.800 -0.451 -0.73
C 4.660 3.547 0.369 -0.79
C 3.385 3.094 0.655 -0.48
C 0.232 2.830 0.234 0.11
C 0.620 3.892 -0.576 -0.78
C -0.141 5.052 -0.618 -0.64
C -1.319 5.149 0.107 -0.93
C -1.762 4.060 0.846 -0.74
C -0.992 2.909 0.903 -0.16
H 3.604 -2.854 3.851 0.67
H 2.661 -4.188 5.746 0.40
H 0.205 -4.355 6.005 0.41
H -1.275 -3.351 4.306 0.37
H -3.606 -3.439 1.828 0.16
H -4.183 -5.631 0.971 0.43
H -2.431 -7.167 0.142 0.38
H -0.060 -6.429 0.163 0.47
H 0.530 -4.194 0.978 0.21
H -0.358 -0.085 3.879 -0.02
H -1.697 1.520 5.153 0.48
H -4.174 1.502 4.975 0.39
H -5.265 -0.139 3.471 0.41
H -3.948 -1.672 2.146 0.11
H 3.103 -0.496 4.667 0.54
H 2.618 1.515 6.028 0.40
H 1.370 3.394 5.015 0.41
H 0.669 3.303 2.677 0.37
H 3.465 0.190 -1.078 0.30
H 5.703 0.992 -1.594 0.52
H 6.489 3.168 -0.696 0.38
H 5.000 4.492 0.777 0.44
H 2.742 3.677 1.301 0.40
H 1.519 3.810 -1.173 0.49
H 0.189 5.886 -1.225 0.43
H -1.886 6.072 0.100 0.36
H -2.706 4.105 1.376 0.48
H -1.331 2.066 1.501 0.37
O 3.303 0.745 -3.772 -0.63
S 1.871 0.674 -3.794 1.79
O 1.287 -0.697 -4.004 -0.46
O 1.201 1.109 -2.508 0.03
C 1.330 1.715 -5.066 -0.31
C 2.278 2.142 -6.017 -0.91
C 1.921 2.955 -7.060 -0.62
C 0.563 3.393 -7.208 -0.66
C -0.386 2.989 -6.297 -0.65
C -0.047 2.168 -5.219 -0.74
S -1.294 1.729 -4.106 1.96
O -1.117 2.451 -2.850 -0.69
O -2.587 1.964 -4.711 -0.86
O -1.111 0.227 -3.876 -0.20
H 3.301 1.813 -5.893 0.47
H 2.664 3.276 -7.779 0.37
H 0.283 4.035 -8.033 0.36
H -1.419 3.300 -6.380 0.45
N -1.555 0.339 -1.161 1.84
C -3.030 0.416 -1.215 -0.78
C -3.707 -0.928 -1.504 -0.56
C -3.551 -1.392 -2.968 -0.31
C -2.573 -2.555 -3.118 -0.98
N -1.272 -2.270 -2.482 -0.29
H -1.242 0.176 -0.210 -1.25
H -1.214 1.273 -1.462 -0.15
H -3.304 1.120 -2.001 0.50
H -3.402 0.805 -0.263 0.41
H -4.767 -0.820 -1.264 0.61
H -3.290 -1.686 -0.829 -0.12
H -3.200 -0.559 -3.571 0.04
H -4.518 -1.713 -3.361 0.42
H -2.404 -2.751 -4.177 0.50
H -3.010 -3.455 -2.671 0.37
H -0.573 -2.913 -2.844 0.39
H -1.348 -2.458 -1.488 -0.55
O 3.110 -1.760 -2.212 -0.65
Cl 1.994 -2.449 -1.695 2.37
O 1.364 -3.278 -2.682 -0.85
O 2.350 -3.263 -0.572 -0.72
O 0.960 -1.475 -1.196 0.46
```

Entry 2:
The following is a DFT calculation (ωB97M-V with the def2-TZVPD basis set) of an isolated molecule of CH2O5S at a distorted geometry.

Values from the calculation:
LUMO energy   0.022 Ha
Kohn-Sham gap   12.62 eV

XYZ file:
```
9
Properties=species:S:1:pos:R:3:nbo_charge:R:1
C -0.805 0.523 0.075 0.54
O 2.401 0.637 0.071 -0.84
O 1.230 -1.530 0.070 -0.88
O 0.095 0.488 1.167 -0.64
O 0.040 0.427 -1.015 -0.65
O -1.583 -0.586 0.066 -0.70
S 1.189 -0.075 0.080 2.46
H -1.467 1.448 0.007 0.19
H -1.100 -1.331 -0.519 0.51
```

Entry 3:
The following is a DFT calculation (ωB97M-V with the def2-TZVPD basis set) of a structure of composition C7H13NO3 at a distorted geometry.

Values from the calculation:
LUMO energy   0.032 Ha
Kohn-Sham gap   9.96 eV

XYZ file:
```
24
Properties=species:S:1:pos:R:3:nbo_charge:R:1
C -3.907 0.098 -0.431 -0.23
C -1.572 -0.480 0.272 0.81
C -0.210 0.072 0.565 -0.13
C 0.712 -0.866 -0.206 -0.43
C 2.232 -0.480 0.306 0.07
C 2.381 0.874 -0.244 -0.41
C 1.351 1.818 0.307 -0.29
H -3.805 -0.509 -1.185 0.17
H -4.105 0.934 -0.738 0.19
H -4.075 -0.414 0.440 0.20
H -0.076 0.006 1.474 0.19
H 0.740 -1.648 0.348 0.21
H 0.953 -1.176 -1.105 0.24
H 2.176 -0.424 1.491 0.17
H 3.935 -1.358 -0.368 0.46
H 2.425 0.954 -1.613 0.18
H 3.550 1.344 -0.333 0.22
H 1.762 2.561 -0.345 0.23
H 1.656 1.719 1.411 0.19
H -0.121 1.409 -1.128 0.36
N -0.040 1.496 0.009 -0.58
O -2.481 0.534 -0.157 -0.56
O -1.909 -1.530 0.348 -0.55
O 3.059 -1.513 -0.419 -0.73
```

Entry 4:
The following is a DFT calculation (ωB97M-V with the def2-TZVPD basis set) of a cluster of 4 separate species, C35H81BrN10O7P4 in total at a distorted geometry.

Values from the calculation:
SMILES   C#CCP(Br)(CCCCCCOC(=O)C=C)(CC(=O)O)N=C(C)C.CN(C)P(=O)(N(C)C)N(C)C.CN(C)P(=O)(N(C)C)N(C)C.CN(C)P(=O)(N(C)C)N(C)C
LUMO energy   -0.031 Ha
Kohn-Sham gap   7.04 eV

XYZ file:
```
138
Properties=species:S:1:pos:R:3:mulliken_charge:R:1
C -1.282 3.990 6.845 0.09
C -0.757 3.045 6.304 -1.14
C -0.349 1.836 5.460 -0.20
P 1.430 1.287 5.736 1.29
Br 1.677 2.485 7.730 -0.46
C 2.779 2.397 4.990 -1.35
C 2.215 3.516 4.032 0.28
C 2.983 4.880 4.282 -0.71
C 2.009 6.110 4.548 -0.53
C 2.229 7.289 3.528 -0.99
C 1.065 7.418 2.489 -0.08
O -0.218 7.461 3.167 -0.30
C -1.145 8.220 2.432 0.55
O -1.522 9.278 2.830 -0.49
C -1.650 7.634 1.085 -0.16
C -0.885 7.759 -0.049 -0.53
C 2.012 -0.247 6.702 -0.58
C 3.263 0.002 7.575 0.42
O 3.272 -0.326 8.739 -0.57
O 4.380 0.586 7.041 -0.44
N 1.485 0.329 4.211 -0.53
C 0.416 -0.285 3.868 0.50
C -0.247 0.177 2.535 -0.53
C -0.284 -1.468 4.585 -1.00
H -1.505 5.034 7.065 0.41
H -0.510 2.194 4.420 0.20
H -1.091 1.059 5.753 0.43
H 3.277 2.874 5.853 0.72
H 3.545 1.754 4.508 0.45
H 1.117 3.654 4.066 0.18
H 2.484 3.214 2.994 -0.34
H 3.666 4.815 5.153 0.33
H 3.617 5.122 3.401 0.41
H 2.190 6.539 5.561 0.34
H 0.979 5.702 4.561 0.36
H 2.252 8.258 4.077 0.39
H 3.196 7.165 3.001 0.37
H 1.143 8.385 1.938 0.55
H 1.132 6.550 1.792 -0.13
H -2.645 7.148 1.068 0.32
H -1.345 8.253 -0.928 0.28
H 0.133 7.324 -0.108 0.13
H 2.316 -1.005 5.946 0.31
H 1.192 -0.699 7.294 0.27
H 4.840 1.054 7.758 0.34
H -1.349 0.186 2.731 0.38
H -0.078 -0.544 1.706 0.51
H 0.080 1.198 2.277 -0.44
H -0.815 -1.186 5.522 0.27
H -0.933 -2.057 3.898 0.20
H 0.516 -2.179 4.902 0.33
O 0.749 5.204 -1.363 -0.73
P 0.672 3.906 -2.161 0.90
N 1.310 2.973 -0.858 0.27
C 2.242 1.867 -0.873 -0.84
C 0.397 2.858 0.274 -0.41
N 1.880 4.389 -3.321 0.19
C 3.288 4.087 -3.126 -1.10
C 1.780 5.793 -3.727 -1.07
N 0.341 2.495 -3.109 -0.03
C -0.804 1.696 -2.676 -1.15
C 1.135 1.831 -4.119 -0.73
H 1.781 0.916 -1.176 0.24
H 2.661 1.720 0.126 0.26
H 3.106 2.049 -1.504 0.20
H -0.390 2.118 0.077 0.35
H -0.085 3.816 0.482 0.23
H 0.915 2.574 1.193 -0.52
H 3.659 4.423 -2.150 0.25
H 3.896 4.558 -3.903 0.41
H 3.491 3.023 -3.247 0.29
H 2.225 6.475 -2.992 0.32
H 0.737 6.085 -3.870 0.37
H 2.284 5.948 -4.685 0.33
H -0.495 0.863 -2.035 0.31
H -1.352 1.288 -3.529 0.39
H -1.514 2.311 -2.119 0.35
H 1.963 1.267 -3.681 0.23
H 1.523 2.517 -4.870 0.21
H 0.528 1.113 -4.681 0.36
O -0.271 -1.290 -5.783 -0.74
P -0.631 -2.546 -6.568 0.91
N 0.001 -3.610 -5.361 0.20
C 0.727 -4.851 -5.524 -0.88
C -0.751 -3.623 -4.106 -1.23
N 0.502 -2.233 -7.856 0.18
C 1.855 -2.763 -7.828 -1.12
C 0.588 -0.821 -8.236 -1.12
N -1.299 -3.849 -7.503 -0.05
C -2.507 -4.471 -6.965 -1.09
C -0.728 -4.578 -8.614 -0.85
H 0.079 -5.702 -5.775 0.25
H 1.247 -5.101 -4.595 0.35
H 1.517 -4.785 -6.265 0.19
H -1.674 -4.213 -4.180 0.31
H -1.024 -2.605 -3.819 0.30
H -0.150 -4.019 -3.284 0.43
H 2.384 -2.517 -6.898 0.29
H 2.440 -2.375 -8.666 0.41
H 1.869 -3.843 -7.980 0.28
H 1.218 -0.240 -7.552 0.34
H -0.403 -0.361 -8.256 0.35
H 1.000 -0.724 -9.244 0.35
H -2.273 -5.370 -6.384 0.29
H -3.203 -4.748 -7.761 0.39
H -3.042 -3.775 -6.317 0.33
H 0.043 -5.281 -8.287 0.27
H -0.315 -3.917 -9.374 0.28
H -1.493 -5.164 -9.132 0.35
O -0.997 -4.282 2.175 -0.80
P -1.875 -5.462 1.763 0.98
N -2.875 -4.522 0.712 0.23
C -4.303 -4.607 0.495 -0.86
C -2.211 -4.034 -0.495 -1.33
N -2.556 -5.668 3.356 0.17
C -3.796 -5.017 3.745 -1.12
C -1.592 -5.469 4.441 -1.06
N -2.616 -6.957 1.280 -0.03
C -2.252 -7.455 -0.044 -1.10
C -3.718 -7.678 1.877 -0.84
H -4.592 -5.442 -0.157 0.25
H -4.661 -3.687 0.025 0.36
H -4.869 -4.675 1.419 0.19
H -2.110 -4.825 -1.250 0.33
H -1.212 -3.661 -0.262 0.34
H -2.752 -3.197 -0.943 0.43
H -3.777 -3.934 3.566 0.26
H -4.004 -5.184 4.805 0.43
H -4.657 -5.455 3.240 0.30
H -1.422 -4.408 4.661 0.27
H -0.630 -5.923 4.196 0.36
H -1.945 -5.954 5.355 0.38
H -2.986 -7.162 -0.803 0.29
H -2.168 -8.545 -0.052 0.40
H -1.276 -7.069 -0.345 0.33
H -4.680 -7.199 1.672 0.27
H -3.599 -7.801 2.952 0.28
H -3.780 -8.696 1.481 0.35
```

Entry 5:
The following is a DFT calculation (ωB97M-V with the def2-TZVPD basis set) of an isolated molecule of C13H10N2 at a distorted geometry.

Values from the calculation:
SMILES   N/C1=N/c2cccc(c2)-c2cccc1c2
LUMO energy   0.010 Ha
Kohn-Sham gap   8.17 eV

XYZ file:
```
25
Properties=species:S:1:pos:R:3:nbo_charge:R:1
C -0.195 1.926 -2.305 -0.23
C 0.665 -0.197 3.211 -0.18
C 0.448 2.432 -1.124 -0.21
C 1.139 0.914 2.471 -0.26
C -0.508 0.553 -2.447 -0.27
C -0.177 -1.156 2.663 -0.26
C 1.021 0.229 -0.639 -0.15
C -0.746 0.534 0.990 -0.18
C 0.940 1.553 -0.136 -0.06
C 0.439 1.284 1.267 -0.02
C 0.158 -0.248 -1.556 -0.11
C -0.732 -0.761 1.395 0.17
C -0.717 -1.736 -0.825 0.55
N -1.118 -1.638 0.357 -0.53
N -0.932 -2.716 -1.719 -0.81
H -0.371 2.732 -3.101 0.22
H 1.123 -0.433 4.069 0.20
H 0.380 3.545 -0.932 0.23
H 1.978 1.483 2.817 0.22
H -1.228 0.222 -3.209 0.23
H -0.054 -2.152 3.004 0.23
H 1.626 -0.544 -0.190 0.21
H -1.362 0.610 0.126 0.22
H -0.627 -2.742 -2.669 0.40
H -1.151 -3.692 -1.517 0.40
```